[1]
Below is a structure of composition C59H54Cl2N4OP2Y, with properties calculated with wB97M-V/def2-TZVPD.

```
123
C59H54Cl2N4OP2Y wB97M-V/def2-TZVPD
Y -0.07 -0.44 0.38
C 0.66 -0.79 -2.91
C 0.54 -2.31 -2.86
C -0.49 -2.94 -1.94
C -0.76 -4.24 -2.04
C -1.90 -4.92 -1.35
C -2.81 -3.93 -0.60
C -2.30 -2.54 -0.51
N -1.21 -2.08 -1.02
N 1.23 -0.16 -1.68
C 1.16 1.34 -1.78
C -0.24 1.78 -2.08
C -0.49 2.75 -3.04
C -1.80 3.04 -3.38
C -2.81 2.30 -2.78
C -2.47 1.37 -1.82
N -1.21 1.13 -1.42
C 2.65 -0.51 -1.53
C 3.10 -0.37 -0.11
C 4.53 -0.51 0.13
C 5.03 -0.26 1.35
C 4.17 0.20 2.47
C 2.65 0.10 2.18
N 2.21 -0.13 0.79
H -0.32 -0.37 -3.09
H 1.29 -0.52 -3.76
H 1.51 -2.77 -2.68
H 0.28 -2.60 -3.88
H -0.18 -4.82 -2.74
H -2.43 -5.51 -2.10
H -3.87 -3.94 -0.87
H -2.87 -1.89 0.14
H 1.84 1.68 -2.56
H 1.51 1.78 -0.84
H 0.34 3.24 -3.53
H -2.02 3.79 -4.13
H -3.84 2.44 -3.04
H -3.26 0.79 -1.36
H 3.28 0.12 -2.18
H 2.83 -1.54 -1.84
H 5.16 -0.80 -0.70
H 6.09 -0.35 1.52
H 4.50 1.20 2.78
H 2.12 1.00 2.51
C -2.90 0.04 7.35
C -1.43 0.10 6.90
C -0.52 0.31 8.12
C -1.27 1.26 5.93
C -1.42 2.57 6.38
C -1.34 3.66 5.52
C -1.15 3.44 4.17
C -1.01 2.14 3.68
P -1.06 1.85 1.89
C -0.38 3.36 1.17
C 0.89 3.78 1.57
C 1.48 4.89 0.97
C 0.80 5.58 -0.02
C -0.47 5.17 -0.41
C -1.06 4.06 0.18
C -2.86 1.80 1.58
C -3.38 0.66 0.95
C -4.75 0.44 0.89
C -5.61 1.36 1.45
C -5.11 2.51 2.05
C -3.74 2.72 2.13
C -1.04 1.07 4.58
O -0.86 -0.17 4.02
C -0.76 -1.26 4.86
C -0.31 -2.44 4.27
C -0.23 -3.61 5.02
C -0.60 -3.59 6.36
C -0.99 -2.39 6.94
C -1.06 -1.20 6.21
P 0.34 -2.46 2.58
C 2.12 -2.42 2.91
C 2.99 -3.42 3.00
C 4.40 -3.22 3.36
C 4.87 -2.01 3.66
C 4.01 -0.79 3.66
C 2.51 -1.01 3.28
C -0.38 -3.98 1.84
C -1.70 -3.83 1.67
C -2.52 -4.69 0.76
C -1.70 -5.75 -0.03
C -0.33 -6.02 0.49
C 0.28 -5.20 1.34
H -3.20 0.96 7.84
H -3.05 -0.78 8.07
H -3.57 -0.13 6.50
H -0.78 1.22 8.65
H 0.53 0.37 7.82
H -0.63 -0.51 8.83
H -1.60 2.76 7.43
H -1.45 4.66 5.90
H -1.11 4.28 3.48
H 1.40 3.27 2.38
H 2.45 5.22 1.30
H 1.25 6.45 -0.48
H -1.01 5.73 -1.17
H -2.06 3.76 -0.12
H -2.73 0.02 0.35
H -5.14 -0.43 0.38
H -6.68 1.20 1.42
H -5.79 3.24 2.48
H -3.36 3.60 2.64
H 0.11 -4.53 4.57
H -0.56 -4.49 6.95
H -1.25 -2.38 7.99
H 2.68 -4.44 2.81
H 5.04 -4.08 3.40
H 5.91 -1.89 3.94
H 4.12 -0.28 4.61
H 1.84 -0.66 4.07
H -2.21 -2.99 2.13
H -3.42 -5.06 1.25
H -2.24 -6.69 -0.11
H 0.16 -6.94 0.19
H 1.26 -5.45 1.72
Cl 2.24 -3.37 -0.20
C 3.38 -4.55 -0.93
Cl 4.08 -3.93 -2.41
H 2.81 -5.45 -1.14
H 4.16 -4.72 -0.20
```

Properties
2S+1: 1
HOMO: -14.8376 eV
net charge: +3
relative energy (zero: lowest compared OMol25 entry of this formula, charge and spin): 15.0 kcal per mole



[2]
Below is a structure of composition C59H55F6N8O3PtS, with properties calculated with wB97M-V/def2-TZVPD.

```
133
C59H55F6N8O3PtS wB97M-V/def2-TZVPD
Pt -13.82 -17.82 -25.29
C -11.03 -14.15 -24.68
F -10.73 -14.50 -25.92
F -10.22 -14.80 -23.86
F -10.88 -12.85 -24.51
S -12.84 -14.54 -24.32
O -13.66 -13.63 -25.08
O -12.94 -15.91 -24.82
O -12.94 -14.46 -22.88
N -8.86 -13.58 -28.12
C -8.78 -12.34 -27.58
C -8.76 -11.20 -28.35
C -8.96 -11.31 -29.73
C -9.22 -12.56 -30.28
C -9.08 -13.63 -29.44
H -8.81 -12.37 -26.50
H -8.57 -10.22 -27.94
H -8.91 -10.38 -30.29
H -9.33 -12.64 -31.36
H -9.09 -14.65 -29.80
N -14.61 -17.76 -23.27
C -14.44 -18.84 -22.47
C -14.97 -18.99 -21.22
C -15.71 -17.93 -20.71
C -15.85 -16.77 -21.45
C -15.24 -16.72 -22.69
H -13.92 -19.66 -22.95
H -14.72 -19.85 -20.63
H -16.17 -18.01 -19.73
H -16.36 -15.90 -21.06
H -15.23 -15.80 -23.27
N -6.83 -10.29 -25.55
C -6.02 -11.35 -25.45
C -6.26 -12.44 -24.61
C -7.39 -12.40 -23.80
C -8.23 -11.30 -23.91
C -7.92 -10.29 -24.79
H -5.15 -11.34 -26.10
H -5.64 -13.33 -24.63
H -7.62 -13.11 -23.02
H -9.04 -11.26 -23.19
H -8.58 -9.43 -24.91
N -17.78 -10.56 -28.20
C -17.11 -11.71 -28.04
C -16.40 -12.07 -26.92
C -16.32 -11.15 -25.88
C -16.95 -9.93 -26.01
C -17.65 -9.69 -27.19
H -17.24 -12.45 -28.83
H -15.94 -13.05 -26.86
H -15.84 -11.52 -24.98
H -16.89 -9.15 -25.27
H -18.22 -8.78 -27.35
N -10.87 -8.63 -25.46
C -11.41 -9.83 -25.31
C -12.59 -10.25 -25.94
C -13.23 -9.31 -26.73
C -12.69 -8.05 -26.89
C -11.49 -7.75 -26.26
H -10.90 -10.53 -24.66
H -13.04 -11.21 -25.74
H -14.15 -9.58 -27.24
H -13.21 -7.29 -27.46
H -11.01 -6.78 -26.36
N -11.85 -18.62 -24.68
C -11.16 -19.51 -25.44
C -9.85 -19.82 -25.19
C -9.21 -19.23 -24.11
C -9.89 -18.33 -23.32
C -11.21 -18.05 -23.64
H -11.66 -20.05 -26.23
H -9.35 -20.66 -25.67
H -8.21 -19.53 -23.82
H -9.38 -17.81 -22.52
H -11.76 -17.35 -23.03
N -13.05 -17.56 -27.34
C -11.81 -17.13 -27.61
C -11.34 -16.98 -28.90
C -12.15 -17.29 -29.98
C -13.41 -17.81 -29.72
C -13.82 -17.90 -28.40
H -11.12 -16.83 -26.83
H -10.36 -16.56 -29.05
H -11.82 -17.24 -31.01
H -14.07 -18.04 -30.54
H -14.81 -18.19 -28.07
N -6.29 -16.86 -24.03
C -7.21 -15.95 -24.39
C -7.59 -15.74 -25.70
C -6.92 -16.43 -26.71
C -6.01 -17.41 -26.37
C -5.76 -17.60 -25.01
H -7.60 -15.39 -23.55
H -8.23 -14.91 -25.96
H -7.03 -16.08 -27.73
H -5.38 -17.97 -27.04
H -5.02 -18.32 -24.70
F -10.76 -19.69 -19.22
C -10.69 -18.44 -19.72
C -11.86 -17.77 -19.97
C -11.81 -16.50 -20.55
C -10.59 -15.92 -20.84
C -9.43 -16.58 -20.45
C -9.45 -17.87 -19.93
H -12.82 -18.21 -19.71
H -12.73 -16.02 -20.85
H -10.55 -14.94 -21.30
H -8.43 -16.22 -20.67
H -8.54 -18.34 -19.59
F -15.27 -12.07 -31.42
C -14.42 -12.43 -30.46
C -13.41 -11.58 -30.05
C -12.55 -11.97 -29.04
C -12.59 -13.25 -28.50
C -13.63 -14.08 -28.89
C -14.56 -13.67 -29.84
H -13.38 -10.62 -30.55
H -11.78 -11.28 -28.71
H -11.93 -13.49 -27.67
H -13.87 -15.00 -28.36
H -15.40 -14.31 -30.04
F -17.98 -14.38 -22.52
C -17.60 -13.15 -22.07
C -18.44 -12.46 -21.22
C -17.99 -11.21 -20.77
C -16.74 -10.73 -21.14
C -15.92 -11.44 -22.00
C -16.37 -12.67 -22.47
H -19.34 -12.93 -20.87
H -18.61 -10.62 -20.12
H -16.36 -9.83 -20.67
H -14.94 -11.06 -22.25
H -15.83 -13.22 -23.23
```

Properties
2S+1: 3
HOMO (alpha / beta): -10.8513 / -10.8513 eV
net charge: +1